Model one:
ORCA calculation (ωB97M-V/def2-TZVPD) on a molecular structure, CH4N2O2S.

XYZ file:
```
10
Properties=species:S:1:pos:R:3:nbo_charge:R:1
C 0.37 -0.55 -0.91 -0.46
N -0.27 -1.22 0.34 -0.41
N 0.26 -0.31 1.26 -0.66
O 1.15 1.99 0.38 -0.88
O -1.14 1.47 -0.31 -0.94
S 0.20 1.00 0.09 2.16
H 1.35 -0.72 -1.32 0.23
H -0.38 -0.61 -1.69 0.23
H -1.25 -0.89 0.03 0.34
H -0.29 -0.17 2.14 0.39
```

HOMO   -0.381 hartree
Charge   0
2S+1   1


Model two:
ORCA calculation (ωB97M-V/def2-TZVPD) on CH4N2O2S in the gas phase.

XYZ file:
```
10
Properties=species:S:1:pos:R:3:nbo_charge:R:1
N 1.42 -0.69 -0.29 -0.86
C 0.37 0.06 0.31 0.16
S 0.76 1.92 0.09 -0.13
O -0.80 -0.19 -0.26 -0.40
N -1.94 -0.12 0.54 0.37
O -2.95 -0.37 -0.06 -0.26
H 1.17 -1.13 -1.18 0.40
H 1.81 -1.26 0.44 0.38
H 0.30 -0.07 1.44 0.19
H -0.13 1.86 -1.02 0.14
```

HOMO   -0.335 hartree
Charge   0
2S+1   1


Model three:
ORCA calculation (ωB97M-V/def2-TZVPD) on CH4N2O2S in the gas phase.

XYZ file:
```
10
Properties=species:S:1:pos:R:3:nbo_charge:R:1
C -1.37 -0.52 0.20 0.40
N 1.62 0.53 -0.72 -1.08
N -1.45 -0.74 -1.11 -0.76
O -0.25 -0.43 0.93 -0.67
O 2.31 -1.20 0.75 -0.90
S 1.17 -0.92 -0.11 1.66
H -2.25 -0.49 0.92 0.16
H 2.59 0.68 -0.92 0.42
H 0.93 0.99 -1.31 0.41
H -2.46 -0.64 -1.31 0.35
```

HOMO   -0.359 hartree
Charge   0
2S+1   1


Model four:
ORCA calculation (ωB97M-V/def2-TZVPD) on 2 unconnected molecules or ions with the total composition CH4N2O2S.

XYZ file:
```
10
Properties=species:S:1:pos:R:3:nbo_charge:R:1
C -0.62 -1.25 0.12 0.20
N -0.19 -0.11 -0.34 -0.83
N 0.46 -2.05 0.30 -0.83
O 0.69 3.01 -0.23 -0.85
O -1.70 2.50 0.39 -0.84
S -0.27 2.43 0.63 1.67
H 0.63 -0.23 -0.84 0.34
H -0.76 0.48 -0.91 0.39
H 1.44 -1.89 -0.03 0.35
H 0.32 -2.89 0.91 0.40
```

HOMO   -0.326 hartree
Charge   0
2S+1   1


Least stable = model two


Model one:
ORCA calculation (ωB97M-V/def2-TZVPD) on 2 unconnected molecules or ions with the total composition C11H15N.

XYZ file:
```
27
Properties=species:S:1:pos:R:3:nbo_charge:R:1
C -1.25 -1.43 -0.74 -0.68
C 1.06 -0.53 0.06 -0.16
C 0.25 -1.49 -0.55 0.10
C 2.43 -0.96 -0.18 0.27
C 0.96 -2.39 -1.29 0.12
C 0.88 0.63 0.87 -0.05
C 2.04 1.32 1.32 -0.22
C 3.35 0.77 1.12 -0.07
C 3.56 -0.36 0.34 -0.22
N 2.32 -2.09 -0.99 -0.47
H -0.04 1.08 1.14 0.24
H 1.85 2.15 1.82 0.23
H 4.15 1.29 1.65 0.25
H -1.55 -0.41 -0.36 0.24
H -1.91 -2.11 -0.13 0.27
H 0.79 -3.22 -1.89 0.25
H 3.11 -2.63 -1.13 0.43
H 4.39 -0.89 0.31 0.23
H -1.53 -1.46 -1.83 0.26
C -3.11 1.32 0.82 -0.61
C -3.04 1.80 -0.66 -0.62
H -2.24 1.95 1.35 0.19
H -4.04 1.69 1.27 0.23
H -3.17 0.32 0.79 0.20
H -3.80 1.07 -1.18 0.20
H -2.04 1.72 -1.12 0.19
H -3.42 2.88 -0.82 0.23
```

HOMO (alpha / beta)   -0.487 / -0.488 hartree
Charge   +1
2S+1   2


Model two:
ORCA calculation (ωB97M-V/def2-TZVPD) on 2 unconnected molecules or ions with the total composition C11H15N.

XYZ file:
```
27
Properties=species:S:1:pos:R:3:nbo_charge:R:1
C -2.47 0.20 -0.93 -0.65
C -0.30 -1.98 1.12 0.16
C -0.59 -1.32 -0.07 -0.15
C -1.86 -0.65 0.17 0.16
C -2.16 -0.80 1.52 0.12
C 0.83 -2.79 1.19 -0.19
C 1.49 -3.04 -0.01 -0.10
C 1.20 -2.39 -1.21 -0.21
C 0.13 -1.50 -1.24 -0.09
N -1.12 -1.50 2.18 -0.49
H 1.13 -3.25 2.18 0.26
H 2.05 -4.01 -0.12 0.25
H -0.69 -1.05 2.98 0.44
H 1.72 -2.66 -2.11 0.25
H -2.91 -0.41 2.17 0.25
H -0.11 -1.08 -2.22 0.24
H -3.47 -0.17 -1.04 0.26
H -1.90 -0.05 -1.83 0.24
H -2.43 1.24 -0.63 0.26
C 1.35 3.49 0.44 -0.63
C 1.43 3.22 -1.03 -0.60
H 0.72 3.12 1.21 0.20
H 2.31 3.32 0.93 0.21
H 1.23 4.55 0.55 0.21
H 1.78 2.21 -1.23 0.19
H 2.18 3.92 -1.37 0.22
H 0.48 3.37 -1.59 0.20
```

HOMO (alpha / beta)   -0.494 / -0.500 hartree
Charge   +1
2S+1   2


Least stable = model one


Model one:
ORCA calculation (ωB97M-V/def2-TZVPD) on a gas-phase ion, C5H11NO (charge +1).

XYZ file:
```
18
Properties=species:S:1:pos:R:3:nbo_charge:R:1
O -1.75 -1.06 1.22 -0.22
C -1.26 0.04 1.38 0.43
C 0.00 0.52 0.62 -0.14
C 0.76 -0.48 -0.26 -0.24
C 2.11 0.11 -0.75 -0.61
C 0.15 -0.94 -1.59 -0.63
N -0.34 1.64 -0.19 -0.54
H -1.65 0.64 2.25 0.25
H 0.76 0.78 1.40 0.28
H 1.10 -1.27 0.41 0.24
H 1.96 0.73 -1.65 0.22
H 2.90 -0.64 -0.98 0.25
H 2.62 0.77 -0.03 0.21
H -0.34 -0.09 -2.15 0.21
H 0.94 -1.46 -2.19 0.26
H -0.57 -1.78 -1.42 0.24
H -0.68 2.45 0.36 0.40
H -1.23 1.40 -0.77 0.40
```

HOMO (alpha / beta)   -0.567 / -0.567 hartree
Charge   +1
2S+1   2


Model two:
ORCA calculation (ωB97M-V/def2-TZVPD) on 2 unconnected molecules or ions with the total composition C5H11NO.

XYZ file:
```
18
Properties=species:S:1:pos:R:3:lowdin_charge:R:1
N 2.49 0.32 -1.49 0.05
C 2.02 0.76 -0.18 -0.25
C -2.41 0.51 -0.87 0.14
C -1.69 -0.25 -0.03 -0.10
C -0.23 -0.26 -0.04 0.01
C 0.58 0.82 0.14 0.07
H 1.90 -0.38 -1.92 0.08
H 2.61 1.12 -2.10 0.08
H 2.57 1.69 -0.02 0.13
H 2.42 0.07 0.61 0.16
H -3.46 0.34 -1.08 0.10
H -2.00 1.17 -1.63 0.10
H -2.24 -0.87 0.68 0.11
H 0.20 -1.24 -0.18 0.15
H 0.24 1.80 0.45 0.15
H -0.82 -2.12 1.84 0.01
H -1.51 -1.70 3.12 0.04
O -0.66 -1.78 2.71 -0.02
```

HOMO (alpha / beta)   -0.514 / -0.508 hartree
Charge   +1
2S+1   2


Model three:
ORCA calculation (ωB97M-V/def2-TZVPD) on 2 unconnected molecules or ions with the total composition C5H11NO.

XYZ file:
```
18
Properties=species:S:1:pos:R:3:nbo_charge:R:1
C -0.33 -1.48 -0.96 -0.61
C -1.33 -0.59 -0.19 -0.46
C -0.70 0.48 0.64 0.26
C -1.23 0.91 1.85 -0.13
C 0.65 2.04 -0.60 0.07
N 0.35 1.09 0.15 -0.25
H -0.85 -2.10 -1.68 0.26
H 0.40 -0.86 -1.47 0.21
H 0.16 -2.16 -0.27 0.23
H -1.99 -1.21 0.42 0.25
H -1.97 -0.10 -0.94 0.26
H -2.15 0.50 2.23 0.23
H -0.79 1.63 2.52 0.23
H 1.68 2.16 -0.88 0.23
H -0.04 2.79 -0.99 0.23
H 1.96 -1.14 -0.20 0.45
H 3.26 -0.68 0.52 0.47
O 2.91 -1.26 -0.15 -0.92
```

HOMO (alpha / beta)   -0.539 / -0.539 hartree
Charge   +1
2S+1   2


Model four:
ORCA calculation (ωB97M-V/def2-TZVPD) on a gas-phase ion, C5H11NO (charge +1).

XYZ file:
```
18
Properties=species:S:1:pos:R:3:nbo_charge:R:1
C -0.97 -1.11 -0.16 -0.48
C -0.87 -2.34 -0.94 -0.64
C 0.03 -0.03 -0.71 0.61
N 0.55 0.85 0.20 -0.06
C 1.67 1.82 -0.03 -0.46
C -0.14 1.12 1.43 -0.47
O 0.37 -0.08 -1.90 -0.35
H -0.68 -1.26 0.94 0.22
H -1.98 -0.55 -0.10 0.25
H 0.15 -2.66 -1.10 0.23
H -1.45 -3.19 -0.52 0.25
H -1.39 -2.30 -1.90 0.25
H 1.88 2.50 0.90 0.26
H 2.68 1.23 -0.26 0.29
H 1.48 2.44 -0.83 0.27
H -0.26 2.29 1.66 0.28
H -1.23 0.79 1.09 0.26
H 0.15 0.49 2.24 0.28
```

HOMO (alpha / beta)   -0.577 / -0.571 hartree
Charge   +1
2S+1   2


Least stable = model two


Model one:
ORCA calculation (ωB97M-V/def2-TZVPD) on a gas-phase ion, C5H11NO (charge +1).

XYZ file:
```
18
Properties=species:S:1:pos:R:3:nbo_charge:R:1
C 1.08 0.04 1.63 -0.08
O 2.35 0.59 1.94 -0.69
C 0.20 0.94 0.82 -0.46
C 0.39 0.87 -0.71 -0.40
C -0.15 -0.43 -1.30 -0.30
C -2.42 -1.46 -1.04 0.01
N -1.55 -0.58 -1.03 0.05
H 1.22 -0.97 1.23 0.15
H 0.65 -0.17 2.61 0.21
H 2.69 1.10 1.21 0.46
H -0.88 0.92 1.02 0.22
H 0.31 2.00 1.12 0.25
H -0.12 1.71 -1.18 0.24
H 1.44 1.02 -0.93 0.24
H 0.03 -0.45 -2.37 0.27
H 0.38 -1.31 -0.91 0.28
H -3.48 -1.29 -0.89 0.28
H -2.15 -2.52 -1.21 0.28
```

HOMO (alpha / beta)   -0.501 / -0.500 hartree
Charge   +1
2S+1   2


Model two:
ORCA calculation (ωB97M-V/def2-TZVPD) on a gas-phase ion, C5H11NO (charge +1).

XYZ file:
```
18
Properties=species:S:1:pos:R:3:nbo_charge:R:1
C 1.60 0.23 0.85 0.49
N 0.55 -0.73 0.70 -0.27
C -1.67 0.98 0.88 -0.64
C -1.70 -0.19 -0.10 -0.32
C -0.28 -0.94 -0.41 -0.07
C 0.23 -0.44 -1.75 -0.63
O 1.81 1.07 0.03 -0.37
H 2.15 0.10 1.79 0.18
H 0.39 -1.33 1.50 0.43
H -1.14 1.85 0.47 0.23
H -2.69 1.33 1.04 0.26
H -1.18 0.79 1.83 0.20
H -2.43 -0.89 0.31 0.24
H -2.05 0.14 -1.06 0.25
H -0.59 -1.98 -0.43 0.28
H 1.29 -0.72 -1.86 0.24
H 0.22 0.64 -1.85 0.25
H -0.26 -0.95 -2.57 0.25
```

HOMO (alpha / beta)   -0.590 / -0.590 hartree
Charge   +1
2S+1   2


Least stable = model one


Model one:
ORCA calculation (ωB97M-V/def2-TZVPD) on 2 unconnected molecules or ions with the total composition C7H10N2O2.

XYZ file:
```
21
Properties=species:S:1:pos:R:3:nbo_charge:R:1
C -0.92 -1.61 0.19 0.80
C -1.93 -0.26 0.28 -0.51
C -1.66 0.96 -0.33 -0.41
C -0.50 1.90 0.30 -0.41
C 0.84 0.84 0.35 0.40
C 2.43 -0.42 0.77 -0.06
C 2.13 -0.69 -0.61 -0.18
H 1.12 -2.33 -0.36 0.50
H -2.90 -0.80 -0.07 0.24
H -2.31 -0.07 1.26 0.24
H -1.24 0.70 -1.37 0.19
H -2.55 1.58 -0.59 0.23
H -0.15 2.67 -0.23 0.20
H -0.76 2.10 1.36 0.23
H 3.12 -1.00 1.31 0.21
H 2.66 -1.32 -1.49 0.27
H 0.80 0.95 -1.70 0.46
N 1.54 0.57 1.45 -0.44
N 1.20 0.27 -0.89 -0.60
O -0.09 -1.90 -0.87 -0.75
O -0.83 -2.15 1.27 -0.60
```

HOMO   -0.330 hartree
Charge   0
2S+1   1


Model two:
ORCA calculation (ωB97M-V/def2-TZVPD) on C7H10N2O2 in the gas phase.

XYZ file:
```
21
Properties=species:S:1:pos:R:3:nbo_charge:R:1
C 0.56 1.19 -0.65 0.14
C 0.40 -0.23 -0.45 -0.35
C -1.96 1.09 0.14 0.34
C -0.65 -0.92 -0.04 0.55
C 1.69 0.27 -0.14 -0.17
C 2.86 0.22 -1.15 -0.58
C 2.12 0.19 1.36 -0.60
N -1.87 -0.20 -0.18 -0.35
N -3.06 -1.05 -0.44 -0.70
O -3.20 1.64 0.10 -0.71
O -0.74 -2.11 0.50 -0.62
H 2.55 0.49 -2.08 0.21
H 3.38 -0.83 -1.12 0.20
H 3.56 0.95 -0.82 0.21
H 2.47 1.10 1.76 0.22
H 2.85 -0.71 1.41 0.21
H 1.15 -0.13 1.85 0.21
H -3.83 -0.65 0.24 0.37
H -3.49 -0.62 -1.36 0.38
H -3.06 2.53 0.33 0.51
H -1.72 -2.23 0.73 0.51
```

HOMO   -0.282 hartree
Charge   0
2S+1   1


Least stable = model two


Model one:
ORCA calculation (ωB97M-V/def2-TZVPD) on C7H10N2S in the gas phase.

XYZ file:
```
20
Properties=species:S:1:pos:R:3:nbo_charge:R:1
C 0.37 1.78 -0.89 -0.37
C -0.50 0.80 -1.04 -0.23
C -0.95 -0.04 0.15 -0.01
C -2.15 0.59 0.82 -0.60
N 0.07 -0.13 1.10 -0.61
C 1.15 -0.98 0.52 -0.16
C 2.35 -0.13 0.24 0.28
N 3.27 0.57 0.16 -0.33
C 0.70 -1.80 -0.70 -0.52
S -1.12 -1.74 -0.55 0.16
H 0.77 2.28 -1.84 0.20
H 1.07 2.00 -0.16 0.22
H -1.07 0.61 -1.92 0.22
H -2.34 -0.04 1.73 0.20
H -3.02 0.74 0.34 0.23
H -1.77 1.53 1.11 0.23
H -0.26 -0.43 2.00 0.39
H 1.44 -1.72 1.36 0.25
H 0.90 -1.15 -1.54 0.22
H 1.10 -2.73 -0.89 0.24
```

HOMO   -0.331 hartree
Charge   0
2S+1   1


Model two:
ORCA calculation (ωB97M-V/def2-TZVPD) on C7H10N2S in the gas phase.

XYZ file:
```
20
Properties=species:S:1:pos:R:3:nbo_charge:R:1
C -2.30 -1.02 0.67 -0.25
C -1.22 -1.13 -0.19 0.10
C -3.18 -0.15 -0.07 -0.08
C 0.09 -1.76 -0.03 -0.41
C 1.23 -0.66 0.30 -0.46
C 1.04 0.60 -0.47 -0.06
C 0.57 1.96 -0.01 -0.68
N -2.51 0.17 -1.23 -0.35
N -1.36 -0.45 -1.31 -0.19
S -4.70 0.35 0.40 0.03
H -2.39 -1.49 1.56 0.23
H 0.24 -2.44 0.78 0.22
H 0.43 -2.19 -1.09 0.22
H 1.26 -0.72 1.42 0.20
H 2.09 -1.09 -0.03 0.21
H 1.68 0.57 -1.39 0.17
H 0.78 2.68 -0.96 0.23
H 1.06 2.29 0.93 0.22
H -0.38 1.86 0.36 0.22
H -3.16 0.50 -1.89 0.42
```

HOMO (alpha / beta)   -0.273 / -0.314 hartree
Charge   0
2S+1   1


Least stable = model two